This record from OMol25 describes a structure of composition C31H36ClIrN2OPSe. The level of theory is wB97M-V/def2-TZVPD.

XYZ file:
```
74
Properties=species:S:1:pos:R:3:mulliken_spin:R:1
Ir 1.557 -0.083 0.024 0.97
Cl -3.704 3.923 3.105 0.00
C -2.471 2.803 2.651 0.02
C -2.381 1.566 3.299 -0.01
C -1.434 0.650 2.908 0.03
C -0.561 0.913 1.842 0.00
O 0.235 -0.089 1.470 0.13
C -0.610 2.187 1.233 -0.01
C 0.239 2.611 0.154 -0.04
N 1.162 1.896 -0.401 0.06
C 1.965 2.391 -1.469 0.00
C 1.818 3.593 -2.115 0.00
C 2.727 3.980 -3.119 -0.01
C 3.791 3.186 -3.445 0.01
C 3.976 1.945 -2.789 0.00
C 5.089 1.106 -3.020 0.03
C 5.233 -0.047 -2.299 -0.01
C 4.236 -0.403 -1.386 0.02
N 3.148 0.324 -1.181 -0.05
C 3.032 1.535 -1.833 0.01
C -1.577 3.119 1.660 -0.01
H -3.061 1.339 4.109 0.00
H -1.353 -0.307 3.405 0.00
H 0.078 3.627 -0.197 0.00
H 1.013 4.269 -1.866 0.00
H 2.585 4.928 -3.618 0.00
H 4.507 3.501 -4.192 0.00
H 5.834 1.400 -3.749 0.00
H 6.087 -0.694 -2.430 0.00
H 4.320 -1.311 -0.809 0.00
H -1.621 4.092 1.189 0.00
C -6.855 1.404 0.972 0.00
C -5.495 1.050 0.496 -0.03
C -4.909 -0.177 0.851 -0.01
C -3.677 -0.546 0.384 -0.02
C -3.089 -1.860 0.769 -0.01
C -2.977 0.359 -0.513 -0.05
Se -1.474 -0.164 -1.341 0.07
C -3.546 1.664 -0.809 -0.01
C -2.856 2.677 -1.667 0.00
C -4.788 1.955 -0.314 -0.02
H -7.261 0.664 1.657 0.00
H -7.525 1.493 0.112 0.00
H -6.845 2.383 1.457 0.00
H -5.453 -0.844 1.507 0.00
H -3.707 -2.347 1.521 0.00
H -2.081 -1.736 1.158 0.00
H -3.024 -2.513 -0.103 0.00
H -1.784 2.509 -1.728 0.00
H -3.049 3.676 -1.278 0.00
H -3.254 2.640 -2.683 0.00
H -5.241 2.911 -0.542 0.00
C 3.578 -3.632 2.663 0.00
C 3.088 -2.273 2.164 0.00
P 2.028 -2.286 0.678 -0.04
C 0.558 -3.234 1.196 0.00
C -0.264 -3.837 0.060 0.00
C 2.883 -3.394 -0.507 0.00
C 2.448 -3.258 -1.966 0.00
H 4.225 -3.491 3.528 0.00
H 4.156 -4.160 1.906 0.00
H 2.759 -4.277 2.977 0.00
H 3.940 -1.626 1.935 0.00
H 2.514 -1.754 2.937 0.00
H -0.040 -2.559 1.809 0.00
H 0.915 -4.032 1.851 0.00
H -0.559 -3.086 -0.674 0.00
H -1.167 -4.298 0.460 0.00
H 0.287 -4.621 -0.456 0.00
H 2.709 -4.415 -0.157 0.00
H 3.959 -3.228 -0.403 0.00
H 1.423 -3.594 -2.112 0.00
H 3.086 -3.865 -2.606 0.00
H 2.504 -2.229 -2.318 0.00
```

Computed properties:
LUMO (alpha / beta): -8.4981 / -8.5069 eV
Gap between HOMO and LUMO (alpha / beta): 5.0 / 5.1 eV
Highest occupied orbital energy (alpha / beta): -0.495 / -0.499 Ha
⟨S²⟩: 0.866
Total energy: -127742.654 eV
Multiplicity: 2
Charge: +2


This record from OMol25 describes a cluster of 3 separate species, C18H28ClIO9 in total at a distorted geometry. The level of theory is wB97M-V/def2-TZVPD.

XYZ file:
```
57
Properties=species:S:1:pos:R:3:nbo_charge:R:1
C -0.987 -6.179 0.444 -0.65
C -1.726 -4.984 -0.462 -0.31
I -2.284 -5.736 -2.480 0.06
C -0.575 -3.839 -0.720 -0.45
C -1.125 -2.294 -0.719 -0.33
C -2.302 -1.853 0.334 0.81
O -3.619 -1.927 0.093 -0.54
O -1.578 -1.431 1.572 -0.55
C -0.081 -1.475 1.463 0.10
Cl 0.446 0.078 2.330 -0.03
C 0.107 -1.364 -0.161 -0.28
C 1.595 -1.488 -0.837 -0.44
C 2.834 -1.634 0.226 0.09
C 2.863 -3.115 1.003 -0.68
O 4.087 -1.628 -0.601 -0.73
H -0.876 -5.853 1.583 0.22
H 0.124 -6.304 0.049 0.21
H -1.619 -7.170 0.384 0.24
H -2.661 -4.613 0.136 0.25
H 0.195 -3.940 0.185 0.21
H -0.003 -4.153 -1.702 0.25
H -1.225 -2.047 -1.860 0.26
H 0.126 -2.528 1.981 0.24
H -0.226 -0.276 -0.509 0.28
H 1.787 -0.498 -1.462 0.23
H 1.705 -2.386 -1.606 0.21
H 2.956 -0.730 0.971 0.21
H 2.374 -3.913 0.292 0.21
H 4.019 -3.371 1.108 0.25
H 2.359 -3.045 2.061 0.22
H 3.959 -2.432 -1.219 0.46
C -2.254 2.170 1.958 -0.62
C -2.966 3.467 1.633 0.06
C -2.901 3.839 0.183 -0.10
O -3.004 5.251 0.223 -0.49
C -2.496 5.639 1.432 0.96
O -2.232 6.791 1.732 -0.59
O -2.318 4.564 2.257 -0.49
H -2.721 1.323 1.446 0.23
H -1.198 2.217 1.673 0.21
H -2.277 1.984 3.037 0.22
H -4.001 3.433 1.996 0.18
H -3.723 3.407 -0.396 0.20
H -1.951 3.575 -0.295 0.21
C 2.583 4.582 -2.362 -0.63
C 1.823 3.902 -1.242 0.06
C 2.335 2.531 -0.917 -0.10
O 1.183 1.889 -0.398 -0.49
C 0.108 2.499 -0.981 0.98
O -1.035 2.076 -0.932 -0.60
O 0.483 3.642 -1.629 -0.48
H 3.629 4.747 -2.089 0.23
H 2.547 3.987 -3.281 0.22
H 2.125 5.548 -2.599 0.24
H 1.801 4.545 -0.353 0.19
H 3.136 2.549 -0.173 0.21
H 2.676 1.971 -1.796 0.19
```

Computed properties:
LUMO: 0.0859 eV
Gap between HOMO and LUMO: 9.8 eV
Highest occupied orbital energy: -0.356 Ha
Total energy: -58165.700 eV
SMILES string: C[C@H](I)C[C@H]1C(=O)O[C@H](Cl)[C@H]1C[C@@H](C)O.C[C@@H]1COC(=O)O1.C[C@@H]1COC(=O)O1
Charge: 0


This record from OMol25 describes a cluster of 2 separate species, C2H7NO2 in total at a distorted geometry. The level of theory is wB97M-V/def2-TZVPD.

XYZ file:
```
12
Properties=species:S:1:pos:R:3:mulliken_spin:R:1
C 0.490 0.217 2.218 -0.12
N 0.336 1.137 1.154 0.74
C 0.306 0.720 -0.217 0.02
O 0.726 0.587 3.325 0.29
H 0.390 -0.821 1.874 -0.01
H 0.279 2.129 1.391 -0.03
H -0.111 1.514 -0.835 0.01
H -0.297 -0.171 -0.392 0.01
H 1.375 0.620 -0.474 0.07
H -0.662 -1.355 -2.777 0.00
H -1.586 -2.622 -2.928 0.00
O -1.246 -1.956 -2.338 0.00
```

Computed properties:
LUMO (alpha / beta): -4.4219 / -9.4855 eV
Gap between HOMO and LUMO (alpha / beta): 10.5 / 5.4 eV
Highest occupied orbital energy (alpha / beta): -0.548 / -0.548 Ha
⟨S²⟩: 0.771
Total energy: -7762.834 eV
Multiplicity: 2
Charge: +1


This record from OMol25 describes a structure of composition C30H51CsN6O4S2Si4Te at a distorted geometry. The level of theory is wB97M-V/def2-TZVPD.

XYZ file:
```
99
Properties=species:S:1:pos:R:3:lowdin_charge:R:1
Cs 1.189 0.979 -0.132 1.06
O 1.643 -4.234 4.065 0.01
C 0.810 -4.851 3.218 -0.29
C 0.771 -6.247 3.213 -0.04
C -0.068 -6.923 2.342 -0.13
C -0.888 -6.217 1.468 -0.12
C -0.858 -4.831 1.485 -0.03
C -0.024 -4.127 2.346 -0.07
C -0.074 -2.621 2.330 -0.46
O -0.961 -2.055 1.637 -0.08
N 0.897 -2.037 3.002 0.00
N 0.759 -0.660 3.113 0.02
C 1.775 0.079 2.858 -0.23
C 3.137 -0.221 2.390 -0.18
C 3.820 -1.401 2.703 -0.05
C 5.128 -1.626 2.305 -0.14
C 5.782 -0.645 1.555 -0.14
C 5.143 0.529 1.220 -0.05
C 3.802 0.803 1.618 -0.51
O 3.201 1.867 1.235 -0.39
H 1.530 -3.244 3.831 0.05
H 1.419 -6.778 3.899 0.10
H -0.079 -8.008 2.346 0.08
H -1.541 -6.741 0.781 0.08
H -1.490 -4.248 0.826 0.10
H 1.551 1.142 2.923 0.09
H 3.311 -2.157 3.278 0.08
H 5.625 -2.551 2.566 0.08
H 6.805 -0.810 1.228 0.08
H 5.642 1.296 0.636 0.09
C -3.545 -0.195 1.137 0.00
C -3.712 -1.240 0.102 -0.34
N -4.752 -1.990 -0.112 0.10
N -4.365 -2.787 -1.159 0.00
C -3.114 -2.548 -1.596 -0.84
S -2.284 -3.272 -2.863 0.50
N -2.707 -1.550 -0.774 -0.09
N -1.482 -0.887 -0.813 0.10
H -4.445 -0.140 1.745 0.08
H -3.356 0.768 0.660 0.09
H -2.680 -0.450 1.753 0.07
H -4.984 -3.473 -1.542 0.13
H -1.072 -1.154 -1.710 0.03
H -0.940 -1.303 -0.034 0.05
O 1.196 -0.825 -2.211 -0.75
S 1.557 -0.470 -3.614 0.90
C 1.388 -2.022 -4.546 -0.31
C 2.647 -2.823 -4.250 -0.24
C 3.793 -1.829 -4.428 -0.24
C 3.390 -0.571 -3.659 -0.30
H 1.310 -1.762 -5.605 0.09
H 0.455 -2.471 -4.201 0.06
H 2.742 -3.686 -4.910 0.11
H 2.611 -3.186 -3.221 0.12
H 3.916 -1.599 -5.490 0.11
H 4.743 -2.220 -4.062 0.11
H 3.801 0.357 -4.055 0.08
H 3.645 -0.645 -2.600 0.10
C 3.551 3.246 -2.550 -0.22
Si 2.699 4.835 -1.996 0.31
C 3.861 6.263 -2.453 -0.22
C 2.502 4.898 -0.137 -0.21
Si 0.648 4.996 -3.093 -0.12
Te -0.999 3.372 -2.153 0.08
Si -0.151 7.179 -2.880 0.30
C -1.982 7.259 -3.297 -0.23
C 0.770 8.386 -4.013 -0.23
C 0.055 7.799 -1.114 -0.23
Si 0.958 4.609 -5.370 0.31
C -0.578 5.150 -6.323 -0.23
C 1.240 2.788 -5.741 -0.23
C 2.443 5.541 -6.088 -0.23
H 4.438 3.031 -1.948 0.03
H 3.839 3.323 -3.602 0.02
H 2.868 2.397 -2.454 -0.01
H 4.854 6.116 -2.019 0.02
H 3.467 7.207 -2.068 0.01
H 3.973 6.362 -3.535 0.01
H 3.484 4.977 0.338 0.04
H 2.049 3.994 0.267 -0.01
H 1.896 5.757 0.154 0.01
H -2.161 6.981 -4.338 0.01
H -2.400 8.256 -3.129 0.02
H -2.511 6.541 -2.667 0.01
H 0.611 8.129 -5.063 0.01
H 1.845 8.355 -3.818 0.01
H 0.429 9.416 -3.867 0.02
H -0.428 7.107 -0.421 0.03
H -0.398 8.787 -0.986 0.02
H 1.110 7.872 -0.842 0.01
H -1.457 4.659 -5.900 0.03
H -0.513 4.889 -7.384 0.02
H -0.721 6.231 -6.248 0.01
H 0.424 2.195 -5.322 0.01
H 2.170 2.443 -5.281 0.00
H 1.299 2.612 -6.819 0.02
H 2.373 6.617 -5.920 0.01
H 2.521 5.372 -7.167 0.02
H 3.369 5.189 -5.628 0.01
```

Computed properties:
LUMO: 3.4142 eV
Gap between HOMO and LUMO: 5.5 eV
Highest occupied orbital energy: -0.077 Ha
Total energy: -110096.221 eV
Charge: -2


This record from OMol25 describes an isolated molecule of C5H7NO at a distorted geometry. The level of theory is wB97M-V/def2-TZVPD.

XYZ file:
```
14
Properties=species:S:1:pos:R:3:nbo_charge:R:1
C 0.694 -0.917 -0.343 -0.24
C 1.139 0.034 0.551 -0.04
C -1.393 -0.851 0.673 0.63
C 2.628 0.174 0.480 -0.74
C -2.546 0.878 -0.446 -0.27
N -0.561 -1.218 -0.200 -0.33
O -2.410 -0.004 0.694 -0.47
H 1.339 -1.592 -0.922 0.18
H 2.998 -0.683 1.207 0.25
H 2.984 1.135 0.783 0.22
H 2.998 0.098 -0.549 0.19
H -1.556 1.260 -0.713 0.22
H -3.404 1.402 0.011 0.22
H -2.908 0.285 -1.226 0.19
```

Computed properties:
LUMO (alpha / beta): -0.8656 / -0.8657 eV
Gap between HOMO and LUMO (alpha / beta): 7.1 / 7.1 eV
Highest occupied orbital energy (alpha / beta): -0.292 / -0.292 Ha
Total energy: -8829.105 eV
Charge: 0


This record from OMol25 describes a cluster of 2 separate species, C5H14NOS in total at a distorted geometry. The level of theory is wB97M-V/def2-TZVPD.

XYZ file:
```
22
Properties=species:S:1:pos:R:3:mulliken_spin:R:1
C -0.397 0.163 2.014 0.58
N 0.728 0.944 1.443 -0.20
C 1.497 0.343 0.329 0.09
C 0.990 0.556 -1.140 -0.05
S 1.526 -0.718 -2.274 0.03
C -1.700 0.978 2.158 2.72
C -2.388 1.199 0.807 2.05
H -0.061 -0.060 3.028 -0.16
H -0.624 -0.798 1.546 -0.19
H 0.337 1.812 1.125 -0.16
H 1.436 -0.737 0.467 0.01
H 2.532 0.678 0.334 0.00
H -0.098 0.609 -1.130 0.02
H 1.386 1.542 -1.435 -0.07
H -1.505 1.957 2.608 -0.74
H -2.368 0.344 2.749 -1.14
H -2.049 2.022 0.174 0.23
H -2.386 0.281 0.205 0.08
H -3.459 1.397 0.878 -2.05
H 0.096 -2.490 -1.699 0.01
H -0.739 -1.963 -0.545 -0.03
O -0.732 -2.678 -1.227 -0.02
```

Computed properties:
LUMO (alpha / beta): 5.7836 / 5.7640 eV
Gap between HOMO and LUMO (alpha / beta): 2.1 / 6.3 eV
Highest occupied orbital energy (alpha / beta): 0.137 / -0.018 Ha
⟨S²⟩: 0.751
Total energy: -19781.799 eV
Multiplicity: 2
Charge: -2


This record from OMol25 describes a structure of composition C2H3NO2 at a distorted geometry. The level of theory is wB97M-V/def2-TZVPD.

XYZ file:
```
8
Properties=species:S:1:pos:R:3:nbo_charge:R:1
C -0.381 -0.925 0.088 -0.17
C -1.253 0.240 0.101 0.06
N 0.583 -0.079 -0.423 0.13
O -0.240 1.122 -0.376 -0.36
O 1.805 0.112 0.199 -0.57
H -0.427 -1.977 0.427 0.25
H -2.176 0.472 -0.148 0.17
H 2.088 1.034 0.131 0.49
```

Computed properties:
LUMO: 0.9282 eV
Gap between HOMO and LUMO: 9.7 eV
Highest occupied orbital energy: -0.321 Ha
Total energy: -7701.581 eV
Charge: 0


This record from OMol25 describes an isolated molecule of C3H4N4O at a distorted geometry. The level of theory is wB97M-V/def2-TZVPD.

XYZ file:
```
12
Properties=species:S:1:pos:R:3:nbo_charge:R:1
H -2.631 -0.928 0.881 0.36
N -2.239 -0.057 0.668 -0.62
C -1.249 0.081 -0.051 0.52
N -0.597 1.307 -0.279 -0.45
C 0.563 1.533 -0.193 0.33
N 1.700 0.629 0.325 -0.59
C 1.712 -0.632 0.349 0.42
O 0.704 -1.359 -0.130 -0.38
N -0.515 -0.961 -0.730 -0.34
H 0.855 2.528 -0.494 0.18
H 2.482 -1.249 0.906 0.21
H -0.932 -1.803 -0.767 0.36
```

Computed properties:
LUMO: 0.5700 eV
Gap between HOMO and LUMO: 10.0 eV
Highest occupied orbital energy: -0.348 Ha
Total energy: -11179.357 eV
SMILES string: [H]/N=C1/N=CN=CON1
Charge: 0


- What is the total energy in the fifth record?
  -8829.105 eV


- The lowest total energy belongs to which entry?
  C31H36ClIrN2OPSe


- Number 7 is which compound?
  C2H3NO2